Formula: C36H36F11N4O6PS3W
Source: the OMol25 dataset
Level of theory: wB97M-V/def2-TZVPD

Properties
Spin multiplicity: 2
Total charge: -1
Frontier orbital gap (spin up / spin down), eV: 6.03 / 5.93

Each line ends with the Mulliken spin population.
CARTESIAN COORDINATES (ANGSTROEM)
W1 -0.7147 0.3703 0.1904  0.791
S1 -0.0727 2.1732 1.8934  0.031
S2 -3.3398 1.7612 -1.2689  0.013
S3 -3.9780 0.7584 1.2485  0.003
P1 0.5556 -1.2501 1.4505  0.000
F1 -4.4188 4.7683 2.7275  0.000
F2 -4.9105 3.7822 -0.3554  0.000
F3 -4.7977 -1.2642 2.7444  0.000
F4 -2.9658 4.4357 -1.0141  0.000
F5 -6.0692 -0.8604 1.0550  0.000
F6 -4.4591 3.9028 -2.4497  0.000
F7 -4.2407 -1.9657 0.8000  0.000
F8 -0.9990 5.0148 5.9843  0.000
F9 -3.5138 5.6991 5.1457  0.001
F10 -2.8413 3.1172 1.2166  -0.001
F11 0.4928 3.2782 4.5671  0.001
O1 -4.7293 1.4994 2.2031  0.000
O2 -3.5621 1.3678 -2.6139  0.003
O3 -3.7172 -1.6587 -2.2385  0.016
O4 1.5368 1.7656 -0.0865  -0.002
O5 -1.9627 1.9030 -0.8427  -0.012
O6 -2.5802 0.5481 1.5792  0.014
N1 0.4780 -0.4444 -1.3335  0.036
N2 2.8369 1.7507 -0.1050  0.002
N3 -4.3008 1.0545 -0.2552  0.000
N4 -2.1397 -0.7900 -0.7248  0.037
C1 1.4807 -0.8260 3.0451  0.021
C2 -2.9275 -1.1814 -1.5179  0.018
C3 2.3053 -1.8369 -2.1375  -0.003
C4 2.0902 -1.9628 3.8647  0.002
C5 -1.1608 3.0761 2.8751  -0.008
C6 4.9098 2.3258 0.9135  0.001
C7 0.3271 2.1723 -2.6870  0.017
C8 3.3032 -2.7491 -1.8922  -0.001
C9 -2.4297 3.5104 2.4538  0.014
C10 1.4612 -1.3588 -1.1101  0.011
C11 -0.1423 0.8917 -3.3084  -0.027
C12 -3.2304 4.3609 3.1902  -0.002
C13 -0.6470 0.9445 -4.6001  -0.001
C14 -1.4904 4.4860 4.8459  -0.004
C15 3.5510 2.4470 0.8292  0.000
C16 -0.7263 3.6095 4.1075  0.015
C17 -4.7972 -0.9404 1.4403  -0.002
C18 -1.4071 -2.2760 3.0568  -0.001
C19 -0.4640 -2.8616 -2.6931  -0.002
C20 -3.9544 3.5742 -1.2546  -0.001
C21 -0.0291 -0.3450 -2.6482  0.011
C22 3.5343 -3.2478 -0.6079  0.002
C23 2.5634 0.1947 2.7254  0.005
C24 -0.3744 -2.7723 2.0477  0.004
C25 -1.0589 -3.4684 0.8808  0.011
C26 1.7180 -1.8515 0.2031  -0.023
C27 3.5074 1.0072 -1.0276  -0.002
C28 -0.4650 -1.5022 -3.3304  -0.001
C29 5.6052 1.5032 0.0219  -0.001
C30 2.7342 -2.7769 0.4196  -0.004
C31 4.8634 0.8599 -0.9727  0.000
C32 -0.9522 -1.4048 -4.6230  0.002
C33 4.6195 -4.2606 -0.3596  0.000
C34 -2.7632 4.8556 4.4082  0.013
C35 -1.5563 -0.1423 -6.6961  -0.001
C36 -1.0442 -0.1905 -5.2853  0.005
H1 5.4406 2.8680 1.6817  0.000
H2 3.0879 0.4945 3.6324  -0.001
H3 3.9263 -3.0859 -2.7117  0.000
H4 -1.6479 -2.7437 0.3193  -0.005
H5 6.6752 1.3905 0.0821  0.000
H6 1.3652 -2.7177 4.1540  0.000
H7 2.9645 3.0692 1.4820  0.000
H8 5.6036 -3.7864 -0.3472  0.000
H9 0.0878 2.1994 -1.6221  0.002
H10 2.0994 1.0774 2.2996  -0.004
H11 0.3321 -3.4729 2.5063  -0.001
H12 -0.8572 -0.6356 -7.3750  0.000
H13 0.3857 -3.4627 -3.0270  0.001
H14 2.9011 -3.1470 1.4200  0.001
H15 4.6295 -5.0195 -1.1428  0.000
H16 -0.3254 -3.9280 0.2203  -0.001
H17 -0.4144 -2.7714 -1.6145  0.002
H18 -2.5119 -0.6603 -6.7559  0.000
H19 1.4097 2.2723 -2.7850  0.001
H20 2.5132 -1.5385 4.7769  0.000
H21 -1.8879 -1.3810 2.6551  -0.002
H22 5.3527 0.2375 -1.7065  0.000
H23 -2.1769 -3.0253 3.2311  0.001
H24 2.1594 -1.4647 -3.1417  0.000
H25 3.2798 -0.2247 2.0195  0.000
H26 -0.9525 -2.0182 4.0103  0.000
H27 -1.6905 0.8818 -7.0380  0.000
H28 -1.7327 -4.2468 1.2378  0.001
H29 0.7092 -0.3282 3.6503  0.005
H30 -1.2840 -2.3062 -5.1216  0.000
H31 -0.7214 1.9114 -5.0805  0.000
H32 4.4733 -4.7545 0.5991  0.000
H33 -0.1413 3.0196 -3.1838  0.001
H34 2.8943 0.5370 -1.7759  0.002
H35 -1.3845 -3.3780 -2.9592  0.000
H36 2.8980 -2.4413 3.3181  0.000

Formula: C36H36GeN2O10Se2Ti
Source: the OMol25 dataset
Level of theory: wB97M-V/def2-TZVPD

Properties
Spin multiplicity: 3
Total charge: -2
Frontier orbital gap (spin up / spin down), eV: 2.55 / 4.48

Each line ends with the Mulliken spin population.
CARTESIAN COORDINATES (ANGSTROEM)
Se1 -8.9556 0.4884 -1.6896  0.335
Se2 -7.5242 2.3576 -0.8126  0.359
Ge1 4.0484 0.0123 -0.0827  0.000
Ti1 -2.0691 -2.6612 0.4651  0.964
O1 -0.2621 -2.3935 -0.4192  0.012
O2 4.7610 3.6609 -5.5251  0.000
O3 1.1804 0.2471 3.4667  -0.001
O4 -0.6057 -1.2355 1.4652  -0.009
O5 -3.3827 -1.6464 -0.0125  -0.004
O6 -2.5903 -4.3360 -0.1519  0.012
O7 -2.5215 -4.2285 1.3380  -0.006
O8 -3.4275 -2.5259 -4.3531  -0.001
O9 -2.4791 -0.7346 -3.1787  0.001
O10 4.0156 1.4205 -5.7938  0.000
N1 -8.1611 -0.6711 -4.0812  0.042
N2 -5.7292 1.3139 0.7688  0.067
C1 7.5320 -1.1250 -2.1455  0.000
C2 5.2377 -3.0806 2.3231  0.000
C3 5.7027 -0.9497 -3.7486  0.000
C4 5.2815 -0.4532 -1.4396  0.000
C5 5.5175 -2.4430 3.5658  0.000
C6 4.8773 -0.4863 -2.7872  0.000
C7 4.4493 4.0587 1.8837  0.000
C8 -6.9998 1.6720 0.8029  0.010
C9 -4.8155 -1.6756 -0.1796  0.006
C10 5.3888 3.7612 0.9458  0.000
C11 -0.3746 0.0463 5.2747  -0.002
C12 5.0942 2.6862 0.0701  0.000
C13 4.8272 -2.2618 1.2563  0.000
C14 5.4880 -1.0713 3.6277  0.000
C15 -7.7240 1.8602 1.9664  0.058
C16 4.7611 -0.9183 1.3917  0.000
C17 6.6421 -0.7687 -1.1157  0.000
C18 7.0201 -1.2508 -3.4434  0.000
C19 2.9730 2.2907 1.1919  0.000
C20 -3.0825 -1.5922 -3.7301  0.006
C21 1.0508 -0.2474 4.8524  0.000
C22 1.6736 -1.4884 0.6755  0.003
C23 4.4298 2.5545 -5.7181  0.000
C24 -7.7215 -0.6154 -5.4261  -0.021
C25 -7.9664 0.4915 -6.2347  0.047
C26 3.1974 3.4182 1.9737  0.000
C27 2.1715 -0.5161 -0.4556  0.000
C28 -9.0924 1.5299 -4.3553  0.037
C29 -7.1279 1.4860 3.1751  -0.026
C30 0.1763 -1.7288 0.5804  0.015
C31 -5.1347 1.0431 1.9781  -0.027
C32 -8.6825 1.5612 -5.7170  -0.012
C33 3.9756 1.8990 0.2986  0.000
C34 -8.7277 0.4326 -3.6069  0.051
C35 -5.7864 1.0604 3.1620  0.070
C36 5.1170 -0.2758 2.5610  0.000
H1 -7.7324 1.3847 4.0950  -0.001
H2 -8.7459 2.2953 2.0215  -0.002
H3 5.7413 2.4129 -0.7003  0.000
H4 5.4090 -0.7884 -4.7961  0.000
H5 4.7077 4.8553 2.6436  0.000
H6 6.2848 4.3884 0.8821  0.000
H7 2.0332 1.5938 1.2842  0.000
H8 4.0191 0.0170 -3.1965  0.000
H9 4.5474 -2.7816 0.3358  0.000
H10 -7.5583 0.4442 -7.2221  0.007
H11 -0.5935 -0.3082 6.3547  0.000
H12 7.0161 -0.7042 -0.0572  0.000
H13 5.7083 -2.9583 4.5033  0.000
H14 -1.1821 -0.4208 4.7615  0.004
H15 5.2543 -4.1322 2.3152  0.000
H16 -5.2172 -2.3903 0.5045  0.003
H17 1.8137 0.4159 5.3608  0.000
H18 -9.7262 2.3158 -3.8865  0.000
H19 -5.1592 -0.7227 -0.1569  -0.005
H20 2.1272 -2.4239 0.5887  -0.001
H21 2.4288 3.7703 2.7186  0.000
H22 1.3167 -1.2847 4.9934  0.000
H23 -5.0077 -2.0364 -1.2095  0.000
H24 1.6427 0.4437 -0.4400  0.000
H25 0.4397 -0.1321 2.9865  0.001
H26 -8.9381 2.4307 -6.3309  0.000
H27 4.7943 0.7500 2.6510  0.000
H28 8.5802 -1.2086 -1.9285  0.000
H29 -5.2174 0.7149 4.0883  0.005
H30 2.0191 -1.1255 1.6753  -0.001
H31 7.6472 -1.4328 -4.3014  0.000
H32 1.9849 -0.9644 -1.4524  0.001
H33 -7.3161 -1.5258 -5.8020  -0.002
H34 -4.1089 0.7172 1.8693  0.004
H35 5.8401 -0.7025 4.5903  0.000
H36 -0.4987 1.1223 5.3999  0.000

Formula: C36H36IrN2O5P2S
Source: the OMol25 dataset
Level of theory: wB97M-V/def2-TZVPD

Properties
Spin multiplicity: 1
Total charge: +1
Frontier orbital gap, eV: 9.13

Each line ends with the Mulliken charge.
CARTESIAN COORDINATES (ANGSTROEM)
Ir1 0.0733 0.5958 -0.3298  1.393
S1 0.0009 -2.3881 -1.1160  0.917
P1 0.4892 1.0034 -2.5439  1.016
P2 -0.6252 2.6421 -0.8405  1.181
O1 -1.8583 -0.0856 -0.6296  -0.395
O2 1.8414 0.9914 0.6589  -0.745
O3 -3.6588 -0.7001 0.5442  -0.720
O4 2.6408 1.3159 2.7248  -0.696
O5 0.5344 -1.5093 0.0236  -1.084
N1 -0.5413 0.4837 1.5773  0.454
N2 -0.4759 2.4206 -2.5113  0.454
C1 2.6326 -2.6640 -1.7440  -0.975
C2 -4.6846 2.8619 -0.9392  -0.723
C3 2.1271 1.4134 -3.1450  0.736
C4 -0.0225 0.5644 3.8447  -0.654
C5 -3.3623 2.7189 -1.3326  -0.853
C6 1.3672 -3.4830 -1.5321  -0.843
C7 1.7414 1.0417 1.9715  -0.228
C8 0.3628 6.5154 -0.0976  -0.769
C9 4.6713 2.1248 -3.9834  -0.596
C10 3.1995 1.3304 -2.2579  -0.551
C11 -1.1431 -3.5547 -0.3736  -0.537
C12 -0.0335 -1.8775 -5.3739  -0.830
C13 -0.3526 5.3629 -0.3755  -0.639
C14 1.6478 4.0464 -0.0687  -0.241
C15 -2.3384 2.9701 -0.4258  0.641
C16 -2.6419 3.3485 0.8830  -0.561
C17 0.5516 -0.9092 -4.5699  -0.473
C18 -2.2301 -0.0947 3.0705  -1.027
C19 -0.2461 -0.1017 -3.7610  0.931
C20 0.3567 0.7077 2.5211  0.763
C21 2.3321 1.8505 -4.4564  -0.258
C22 -3.9642 3.4791 1.2735  -0.772
C23 -1.9661 -4.2115 -1.4751  -1.184
C24 3.6028 2.2103 -4.8696  -0.810
C25 -1.6296 -0.2758 -3.7554  -0.537
C26 -1.3328 0.1718 4.1052  -0.592
C27 2.3563 5.2044 0.2141  -1.046
C28 -0.5693 3.4606 -3.5321  -1.042
C29 -2.2090 -1.2376 -4.5667  -0.738
C30 1.7172 6.4353 0.2007  -0.594
C31 -1.7846 0.0699 1.7737  1.101
C32 0.2853 4.1188 -0.3566  0.952
C33 -1.4116 -2.0404 -5.3729  -0.643
C34 4.4733 1.6834 -2.6845  -1.034
C35 -2.5365 -0.2596 0.4885  -0.318
C36 -4.9840 3.2377 0.3615  -0.633
H1 0.5870 -2.4968 -6.0085  0.464
H2 -3.1259 2.4006 -2.3401  0.223
H3 -2.5272 -3.4613 -2.0317  0.280
H4 -1.7767 -2.9494 0.2764  0.164
H5 -1.3723 4.1495 -3.2699  0.397
H6 3.0380 0.9989 -1.2391  0.567
H7 -1.3432 -4.7714 -2.1740  0.323
H8 -2.6717 -4.9092 -1.0270  0.427
H9 -5.4811 2.6688 -1.6450  0.463
H10 2.9425 -2.1837 -0.8179  0.253
H11 -0.8146 3.0077 -4.4934  0.371
H12 -0.5936 -4.2713 0.2370  0.549
H13 -6.0163 3.3410 0.6680  0.418
H14 1.6267 -0.7791 -4.5813  0.340
H15 -3.2831 -1.3679 -4.5645  0.500
H16 1.4917 -4.2441 -0.7616  0.538
H17 2.1518 3.0900 -0.0475  0.389
H18 -1.8455 3.5479 1.5926  0.499
H19 5.6639 2.4034 -4.3123  0.427
H20 -4.1997 3.7723 2.2879  0.456
H21 1.5046 1.8983 -5.1549  0.454
H22 -3.2399 -0.4330 3.2551  0.627
H23 2.4798 -1.8857 -2.4942  0.115
H24 1.0390 -3.9597 -2.4588  0.429
H25 -2.2441 0.3151 -3.0888  0.065
H26 3.4092 5.1387 0.4534  0.473
H27 2.2737 7.3354 0.4266  0.414
H28 3.4359 -3.3128 -2.0895  0.489
H29 0.6957 0.7452 4.6317  0.621
H30 0.3626 4.0223 -3.6228  0.287
H31 -0.1369 7.4748 -0.1100  0.444
H32 5.3072 1.6147 -1.9988  0.500
H33 -1.6568 0.0521 5.1305  0.494
H34 -1.8669 -2.7906 -6.0061  0.422
H35 3.7641 2.5530 -5.8830  0.455
H36 -1.4111 5.4324 -0.5954  0.467

Record order is preserved below.
Energy relative to the best compared isomer or geometry (same formula, charge and spin): 45.61; 40.10; 2.07 kcal per mole
Record order is preserved below.
Strongest force on any atom: 1.7; 4.6; 0.6 eV/Å